No. 1
A 4-piece molecular cluster, C29H48N2O9PS3 overall in a non-equilibrium geometry, computed with ωB97M-V/def2-TZVPD.

Computed properties:
- LUMO energy (Eh) = -0.1362
- HOMO (eV) = -11.20
- maximum force (eV/A) = 1.98
- frontier orbital gap (eV) = 7.49

Structure (ORCA input):
```
! wB97M-V def2-TZVPD RIJCOSX def2/J DEFGRID3
* xyz 1 1
C -1.491 6.389 2.097
C -0.554 5.276 1.617
C -1.327 4.378 0.651
O -0.830 3.046 0.542
C 0.413 2.931 -0.096
C 1.095 1.715 0.495
C 0.313 0.569 0.513
N 0.765 -0.580 1.030
C -0.137 -1.749 0.993
C -0.231 -2.317 -0.414
C -1.253 -1.622 -1.292
C -0.944 -1.400 -2.632
C -1.849 -0.782 -3.486
C -3.082 -0.365 -3.003
C -3.412 -0.598 -1.673
C -2.507 -1.222 -0.827
C 1.994 -0.637 1.551
C 2.829 0.460 1.548
C 2.385 1.669 1.021
P 3.506 3.122 1.040
N 4.818 2.950 1.839
O 2.650 4.337 1.589
O 3.790 3.450 -0.497
H -2.093 6.743 1.264
H -2.158 5.982 2.852
H -0.920 7.217 2.499
H 0.258 5.734 1.050
H -0.129 4.692 2.427
H -2.329 4.266 1.059
H -1.447 4.857 -0.323
H 1.031 3.826 -0.036
H 0.293 2.706 -1.165
H -0.690 0.583 0.113
H -1.099 -1.444 1.389
H 0.257 -2.513 1.657
H -0.531 -3.350 -0.303
H 0.734 -2.260 -0.894
H 0.018 -1.720 -3.010
H -1.570 -0.630 -4.517
H -3.775 0.127 -3.668
H -4.382 -0.295 -1.311
H -2.774 -1.410 0.205
H 2.312 -1.580 1.966
H 3.814 0.360 1.968
H 4.907 2.041 2.270
H 2.942 4.529 2.490
H 3.028 3.229 -1.051
C -1.019 -3.950 4.225
C -1.925 -3.488 5.376
C -3.157 -2.826 4.745
S -3.376 -3.610 3.141
O -3.145 -2.620 2.111
O -4.566 -4.414 3.152
C -1.934 -4.659 3.232
H -0.224 -4.609 4.570
H -0.555 -3.079 3.753
H -2.229 -4.352 5.970
H -1.411 -2.798 6.044
H -4.059 -2.977 5.332
H -3.001 -1.762 4.576
H -1.505 -4.767 2.239
H -2.245 -5.632 3.612
C 1.518 -7.507 -1.748
C 2.424 -7.854 -0.560
C 2.708 -6.548 0.194
S 1.290 -5.485 -0.098
O 1.723 -4.345 -0.871
O 0.532 -5.295 1.120
C 0.423 -6.605 -1.188
H 1.098 -8.397 -2.211
H 2.090 -6.970 -2.507
H 1.911 -8.556 0.099
H 3.350 -8.326 -0.883
H 2.815 -6.705 1.265
H 3.586 -6.038 -0.196
H -0.105 -6.033 -1.948
H -0.287 -7.169 -0.582
C 1.610 6.229 -3.739
C 0.817 6.673 -4.974
C -0.189 5.562 -5.301
S -0.557 4.741 -3.746
O -0.065 3.383 -3.793
O -1.908 5.030 -3.346
C 0.573 5.714 -2.747
H 2.195 7.045 -3.318
H 2.300 5.426 -4.009
H 0.283 7.598 -4.748
H 1.468 6.871 -5.823
H -1.115 5.952 -5.715
H 0.234 4.818 -5.973
H 0.992 5.090 -1.962
H 0.002 6.534 -2.309
*
```

Löwdin atomic charge list, values in e, 8 entries: -0.092 -0.237 -0.199 -0.110 -0.182 -0.097 0.084 -0.002

---

No. 2
C29H48N4OPRbSSbSe as an isolated structure in a non-equilibrium geometry, computed with ωB97M-V/def2-TZVPD.

Computed properties:
- LUMO energy (Eh) = 0.0778
- HOMO (eV) = -3.81
- maximum force (eV/A) = 1.13
- frontier orbital gap (eV) = 5.93

Structure (ORCA input):
```
! wB97M-V def2-TZVPD RIJCOSX def2/J DEFGRID3
* xyz -1 1
Rb -0.725 -0.115 1.144
O 1.577 0.816 1.163
N 2.495 0.759 2.087
C 3.791 0.668 1.719
C 4.814 0.542 2.623
C 4.501 0.527 3.983
C 3.188 0.665 4.362
C 2.143 0.803 3.423
S 0.529 1.018 3.889
H 3.955 0.692 0.652
H 5.834 0.465 2.274
H 5.286 0.410 4.721
H 2.896 0.678 5.401
C 2.198 5.112 1.272
C 0.685 5.282 1.146
C 0.383 6.652 0.548
C 0.053 5.175 2.533
Sb -0.038 3.439 0.069
C 0.894 3.677 -1.972
C 2.333 3.192 -1.793
C 0.188 2.714 -2.924
C 0.876 5.089 -2.546
C -2.249 3.854 -0.187
C -2.627 5.326 -0.321
C -2.874 3.270 1.080
C -2.781 3.082 -1.392
H 2.600 5.853 1.974
H 2.697 5.266 0.312
H 2.462 4.118 1.644
H 0.814 7.423 1.200
H -0.686 6.843 0.475
H 0.824 6.774 -0.441
H 0.473 5.942 3.197
H 0.241 4.197 2.986
H -1.028 5.330 2.491
H 2.350 2.186 -1.366
H 2.908 3.846 -1.136
H 2.841 3.162 -2.766
H 0.083 1.720 -2.480
H 0.777 2.608 -3.844
H -0.802 3.069 -3.207
H 1.569 5.738 -2.009
H -0.121 5.534 -2.505
H 1.191 5.071 -3.598
H -2.458 5.863 0.615
H -3.694 5.413 -0.564
H -2.064 5.821 -1.116
H -2.425 3.674 1.991
H -2.768 2.181 1.102
H -3.947 3.493 1.100
H -2.531 3.585 -2.327
H -3.874 3.016 -1.332
H -2.408 2.055 -1.430
Se -3.565 -1.048 -0.255
C -5.367 -0.464 -0.149
C -6.301 -0.864 -1.108
C -7.612 -0.411 -1.048
C -8.019 0.440 -0.029
C -7.101 0.830 0.937
C -5.789 0.382 0.881
H -5.986 -1.533 -1.898
H -8.322 -0.722 -1.807
H -9.040 0.802 0.006
H -7.406 1.488 1.743
H -5.072 0.679 1.635
C 1.354 -5.788 -1.337
N 1.405 -4.533 -2.078
C 0.228 -4.463 -2.945
N -1.029 -4.614 -2.231
C -1.009 -5.863 -1.488
N 0.127 -5.981 -0.573
C 0.029 -5.021 0.526
P -0.002 -3.226 -0.018
C 1.464 -3.382 -1.176
C -1.291 -3.476 -1.349
H 2.208 -5.833 -0.656
H 1.435 -6.606 -2.058
H 0.308 -5.265 -3.685
H 0.228 -3.503 -3.464
H -0.954 -6.692 -2.201
H -1.935 -5.949 -0.917
H 0.877 -5.173 1.199
H -0.884 -5.219 1.094
H 2.381 -3.446 -0.584
H 1.521 -2.467 -1.771
H -1.360 -2.561 -1.941
H -2.261 -3.597 -0.868
*
```

Löwdin atomic charge list, values in e, 8 entries: 0.471 -0.488 -0.259 -0.051 -0.096 -0.106 -0.120 -0.745